Record 1
The following is a DFT calculation (wB97M-V/def2-TZVPD) of 2 unconnected molecules or ions with the total composition C6H11N.

Calculated values
HOMO	-9.97	eV
Kohn-Sham gap	10.9	eV
energy above the lowest of the compared OMol25 structures with the same formula, charge and spin	166.52	kJ/mol
multiplicity	1
structure (SMILES)	C[C@@H]1C[C@H]1C.C#N

XYZ file:
```
18
Properties=species:S:1:pos:R:3:forces:R:3
C 1.2599 -0.3867 1.1624 0.1918 -0.0265 0.1146
C 0.5156 0.7841 0.5845 -0.0570 0.1087 0.0117
C 0.9769 1.5365 -0.6394 0.0551 -0.0063 -0.0399
C -0.0747 -0.5927 0.4974 -0.1293 -0.0442 -0.0980
C -1.3542 -0.9181 1.2491 -0.0578 -0.0220 0.0598
C -0.9796 -0.5820 -2.6843 -0.9512 -0.0755 0.1159
N -2.1127 -0.7068 -2.5105 1.0383 0.1058 -0.2149
H 0.0758 -0.4608 -2.8189 -0.1752 -0.0028 -0.0471
H 1.3312 -0.4714 2.2439 -0.0686 0.0089 -0.1557
H 2.1369 -0.7466 0.6282 -0.1189 0.0821 0.0971
H 0.0336 1.4158 1.3303 0.0321 -0.0967 -0.1082
H 1.6302 2.3743 -0.3725 -0.0575 -0.1197 -0.0427
H 0.1188 1.9427 -1.1890 0.1365 -0.0406 0.0634
H 1.5419 0.8878 -1.3204 -0.0509 0.0379 0.1067
H 0.0005 -1.0749 -0.4736 0.0034 0.1209 0.1641
H -1.9644 -1.6307 0.6889 0.0922 0.0319 0.0509
H -1.1679 -1.3482 2.2370 0.0501 0.0275 -0.0766
H -1.9676 -0.0223 1.3869 0.0669 -0.0892 -0.0011
```
Positions in Å, forces in eV/Å.

***

Record 2
The following is a DFT calculation (wB97M-V/def2-TZVPD) of a molecular structure, C11H20F6FeN5O4S2.

Calculated values
HOMO	-12.66	eV
Kohn-Sham gap	10.3	eV
total charge	+1
multiplicity	1

XYZ file:
```
49
Properties=species:S:1:pos:R:3:forces:R:3
Fe -0.2775 -0.0843 0.2028 -0.4611 -0.3319 -0.3815
C -0.9295 -2.6197 1.4412 -0.0685 -0.0237 -0.0307
C -1.3519 -2.6758 -0.0382 -0.0209 -0.0053 0.0061
N -1.6890 -1.3266 -0.5302 -0.0298 0.1168 0.0395
C -3.0291 -0.8579 -0.1056 0.0024 0.0234 0.0339
C -3.0066 0.6452 0.1383 -0.0094 -0.0869 -0.0112
N -1.7901 1.0350 0.8867 0.1289 -0.1200 0.0082
C -1.8138 0.8627 2.3525 0.0078 -0.0339 0.0233
C -1.5555 -0.5907 2.7380 -0.0551 0.0459 -0.0304
N -0.5479 -1.2379 1.8471 0.0841 0.1013 -0.0421
H -1.7320 -2.9760 2.0875 0.0381 -0.0088 0.0322
H -0.0809 -3.2833 1.5947 0.0126 0.0093 -0.0190
H -0.5233 -3.0341 -0.6373 -0.0109 -0.0337 0.0069
H -2.1874 -3.3681 -0.1688 0.0013 0.0069 -0.0072
H -1.6356 -1.3200 -1.5442 0.0273 0.0088 0.0115
H -3.7854 -1.1008 -0.8534 -0.0158 -0.0124 0.0144
H -3.3049 -1.3912 0.8028 -0.0061 -0.0199 -0.0116
H -2.9602 1.1642 -0.8180 -0.0056 0.0142 0.0060
H -3.9151 0.9582 0.6594 0.0008 0.0258 -0.0123
H -1.6072 2.0131 0.6879 0.0276 -0.0040 -0.0154
H -1.0260 1.5000 2.7510 -0.0158 -0.0010 0.0104
H -2.7661 1.1874 2.7811 0.0176 0.0340 0.0111
H -1.2317 -0.6433 3.7777 -0.0257 0.0073 0.0136
H -2.4832 -1.1548 2.6727 0.0268 -0.0386 0.0182
H 0.3340 -1.2813 2.3441 0.0102 -0.0099 -0.0137
F 1.2269 -3.8005 -2.2455 -0.0035 0.0104 -0.0075
C 1.0564 -2.6876 -2.9544 -0.0419 0.0097 0.0003
F 1.5513 -2.8449 -4.1629 0.0173 0.0312 0.0242
F -0.2637 -2.4442 -3.0475 0.0354 -0.0375 -0.0206
S 1.8623 -1.2847 -2.0732 -0.0085 -0.1946 0.0672
O 1.1654 -1.2580 -0.7797 0.0152 -0.0096 0.2183
O 3.2492 -1.5770 -2.0399 -0.0035 0.0126 -0.0205
N 1.4460 -0.0945 -3.0035 -0.0753 0.0872 -0.2012
S 0.7866 1.1529 -2.3372 0.7238 0.6517 0.6566
O -0.5602 0.8794 -1.8181 0.1466 0.1084 0.2271
O 1.6434 1.8422 -1.4115 -0.0001 0.0418 -0.0665
C 0.6894 2.3843 -3.7087 -0.4117 -0.3969 -0.3342
F 0.0089 1.9161 -4.7457 0.0015 0.0136 0.0240
F 0.0717 3.4515 -3.2163 0.0088 -0.0034 0.0021
F 1.9137 2.7006 -4.0770 -0.0133 -0.0098 -0.0069
C 4.1028 2.2996 2.3798 -0.0269 -0.0068 -0.0149
C 2.9589 2.8056 1.4944 0.1034 0.0211 0.0314
C 1.8981 1.8226 1.3431 0.0363 -0.1255 0.0872
N 1.0917 1.0288 1.1719 -0.1422 0.1224 -0.3266
H 4.8655 3.0712 2.4533 -0.0007 0.0039 -0.0038
H 4.5571 1.4077 1.9524 -0.0025 -0.0044 0.0057
H 3.7503 2.0687 3.3836 0.0089 0.0011 0.0036
H 3.3050 3.0189 0.4804 -0.0220 0.0132 -0.0047
H 2.5193 3.7213 1.8922 -0.0062 -0.0035 -0.0003
```
Positions in Å, forces in eV/Å.

***

Record 3
The following is a DFT calculation (wB97M-V/def2-TZVPD) of 10 unconnected molecules or ions with the total composition C23H69N3O14.

Calculated values
HOMO	-9.36	eV
Kohn-Sham gap	9.7	eV
energy above the lowest of the compared OMol25 structures with the same formula, charge and spin	0.00	kJ/mol
multiplicity	1
structure (SMILES)	COC[C@H](C)N.COC[C@H](C)N.COC[C@H](C)N.OCCO.OCCO.OCCO.OCCO.CO.CO.CO

XYZ file:
```
109
Properties=species:S:1:pos:R:3:forces:R:3
C -1.1299 -0.7848 5.3656 0.3584 0.0048 -0.3911
O -1.6043 -0.8695 4.0266 0.1665 -0.0086 -0.0115
H -0.3938 -1.5708 5.5655 -0.1786 -0.0892 0.1407
H -0.6141 0.1638 5.5311 -0.2054 0.0585 0.1488
H -1.9906 -0.8931 6.0176 0.0170 0.0226 0.1739
H -0.8326 -0.7796 3.4431 -0.1859 0.0397 -0.0038
C 1.0795 2.2385 4.2051 1.0180 0.8407 -0.3614
O 1.1414 0.9323 3.6722 -0.3746 -0.2195 0.2395
H 1.3701 2.9805 3.4476 -0.3964 -0.0518 -0.0442
H 0.1209 2.5271 4.6416 -0.0917 -0.2489 0.0253
H 1.8814 2.3526 4.9380 -0.2815 -0.3025 0.2987
H 0.7247 0.9541 2.8038 0.2398 -0.0016 0.0470
C 1.1770 -1.0819 -2.9613 -0.6573 1.6643 0.4329
O 0.7620 -2.2533 -2.3292 0.0934 -0.8900 -0.1998
H 1.8968 -0.4664 -2.4012 0.1336 -0.4556 0.1529
H 1.5708 -1.1621 -3.9792 -0.0327 -0.6635 0.0924
H 0.2885 -0.4263 -3.0127 0.1632 -0.0505 -0.3062
H 1.2051 -2.4104 -1.4721 0.4508 0.4215 -0.2527
C 3.6187 2.3130 -5.6005 0.1983 -0.3695 0.3799
C 2.3009 2.9876 -5.9369 0.7600 0.6799 0.1524
C 1.1906 2.5446 -4.9935 -0.4368 0.8132 -0.6556
O 1.4394 3.0778 -3.7073 -0.1776 -0.4560 0.2152
C 0.4563 2.6876 -2.7805 -0.3556 0.0844 0.9729
N 2.5443 4.4481 -5.8571 -0.6558 -0.1925 0.1087
H 4.4534 2.7465 -6.1453 -0.1138 0.0684 -0.1842
H 3.6044 1.2354 -5.7853 -0.0972 0.0396 -0.0046
H 3.8302 2.4631 -4.5366 0.0025 -0.0365 -0.0556
H 2.0204 2.7799 -6.9712 -0.1340 -0.1930 0.0627
H 1.0538 1.4582 -4.9907 0.0661 -0.0281 0.1798
H 0.2657 3.0394 -5.3265 -0.1357 -0.4230 -0.1911
H 0.4157 3.4345 -1.9796 0.2083 -0.0531 -0.0211
H 0.6912 1.7228 -2.3192 0.0177 -0.0250 -0.1473
H -0.5757 2.6503 -3.1526 0.2409 -0.0465 -0.4991
H 2.5795 4.6923 -4.8681 0.2616 0.0430 -0.1018
H 1.7168 4.9364 -6.1968 0.1322 -0.0157 -0.0775
C -3.3473 2.2566 -0.4620 0.4432 -0.4041 -0.5348
C -3.8742 1.8215 -1.8300 0.5038 -0.2883 0.4327
C -3.8143 0.2991 -1.9944 -0.9123 0.7288 -0.7077
O -2.5005 -0.1838 -1.9401 0.0345 0.0250 0.5853
C -2.4187 -1.5161 -2.3836 -0.7185 -1.2109 -0.0311
N -5.2109 2.3520 -2.0430 -0.0691 0.0295 -0.1723
H -2.2729 2.0800 -0.4644 -0.0249 0.0899 0.1379
H -3.7581 1.6158 0.3215 -0.2231 0.2319 0.1298
H -3.5104 3.3144 -0.2709 -0.1941 -0.0106 0.0676
H -3.1815 2.1757 -2.6051 -0.2645 0.3979 0.0375
H -4.2498 0.1558 -3.0016 0.1612 -0.4421 0.1250
H -4.5000 -0.1867 -1.2820 0.2756 -0.1133 0.1296
H -3.3681 -2.0655 -2.2569 -0.1583 0.5215 -0.2587
H -1.7707 -2.1613 -1.7885 0.6826 0.6935 -0.0837
H -2.1493 -1.5417 -3.4401 0.1551 -0.1429 0.0085
H -5.7867 2.2352 -1.2209 0.0201 -0.0348 0.1541
H -5.7038 1.9051 -2.8091 0.1652 0.0205 -0.0386
C 3.9940 -0.9690 0.0252 0.2533 0.2729 0.0253
C 3.7506 -2.4781 0.0180 -0.7516 0.1713 -0.5487
C 4.4541 -3.2255 1.1202 0.4628 0.2476 0.7799
O 5.8213 -2.8372 1.1791 -0.0267 -0.3757 -0.2554
C 6.7106 -3.9294 1.1685 0.2486 -0.1405 -0.4897
N 2.3008 -2.7371 0.0498 -0.4924 -0.1757 0.0160
H 3.1758 -0.4102 -0.4307 -0.1839 -0.2672 0.0132
H 4.8702 -0.7016 -0.5669 0.1491 -0.1415 0.2463
H 4.1392 -0.5753 1.0355 0.0105 -0.0878 -0.0120
H 4.0982 -2.8786 -0.9391 0.0452 0.0373 0.0215
H 4.3234 -4.3036 0.9774 0.2090 -0.0208 -0.1088
H 4.0324 -2.9944 2.1095 -0.2944 0.0992 -0.1831
H 7.7287 -3.5421 1.1620 -0.0621 0.0985 0.2920
H 6.6245 -4.5152 0.2403 -0.2080 -0.0013 0.1320
H 6.5572 -4.5993 2.0201 0.0589 0.0624 0.0609
H 2.0586 -3.7147 -0.0907 0.3480 -0.0375 0.0838
H 1.8676 -2.4666 0.9306 0.1643 0.1695 -0.0291
C 2.2992 4.6687 0.3784 -0.2180 -1.1058 0.1871
C 3.3080 4.3523 -0.7070 -0.0297 0.9113 -0.8458
O 2.8893 4.8769 -1.9721 -0.2899 -0.2368 0.1994
O 2.7499 4.2116 1.6539 0.1922 0.3647 -0.0511
H 1.3668 4.1243 0.1629 -0.0679 0.3541 -0.2188
H 2.1032 5.7357 0.4185 0.0443 0.0471 0.1706
H 3.4752 3.2734 -0.7872 0.1956 0.0116 0.1883
H 4.2307 4.9071 -0.5356 0.1782 -0.4384 0.4134
H 2.2400 4.2765 -2.3600 0.2321 0.1036 -0.1544
H 2.9565 3.2739 1.5657 -0.0958 -0.0107 0.0212
C -1.5755 -4.5957 2.5325 -0.3388 0.0286 -0.1868
C -2.7288 -5.5701 2.3824 0.0475 0.1451 -0.1170
O -3.8436 -5.1770 3.1723 0.3244 -0.3350 -0.3049
O -1.8169 -3.3867 1.7922 0.1783 0.1182 0.1052
H -0.6622 -4.9932 2.0905 0.0161 -0.1477 0.0890
H -1.4296 -4.4129 3.6015 0.1139 0.2267 -0.0925
H -2.4105 -6.5646 2.7059 -0.1081 0.0917 0.1755
H -2.9703 -5.6475 1.3130 -0.1431 0.0279 0.1201
H -4.2726 -4.4087 2.7748 -0.0793 0.1385 0.1701
H -2.5291 -2.8642 2.1846 0.0615 -0.1901 0.2926
C -5.7976 -0.3502 3.7451 -0.4469 0.0394 0.2995
C -4.7036 -1.3331 3.4046 -0.1594 0.6290 -0.7415
O -5.2597 -2.5876 3.0256 0.2567 -0.2816 0.0132
O -6.6732 -0.3088 2.6201 0.0098 0.0201 -0.1217
H -5.4215 0.6575 3.9432 0.3668 -0.1400 0.0357
H -6.3401 -0.6829 4.6391 -0.0003 -0.0696 -0.0850
H -4.0138 -1.4551 4.2336 0.0272 -0.2068 -0.0694
H -4.1737 -0.9156 2.5330 0.2390 -0.0509 0.3250
H -5.7462 -2.4355 2.2066 -0.1829 0.0591 0.1632
H -7.2828 0.4243 2.7340 -0.0661 -0.0507 -0.0330
C -0.5483 -0.6467 0.5450 -0.1264 -0.3313 -0.1272
C -0.2132 0.8230 0.5627 1.1493 -0.7459 -0.0272
O 1.2167 0.9942 0.7643 -0.6732 -0.0077 -0.0623
O -0.0037 -1.2354 1.7269 0.1612 -0.0326 0.2559
H -0.0991 -1.1312 -0.3263 -0.0936 0.1182 -0.0639
H -1.6340 -0.7684 0.4832 0.0447 -0.0342 0.0688
H -0.7674 1.2992 1.3782 -0.0289 0.3406 -0.2638
H -0.4222 1.2032 -0.4324 -0.3636 0.3931 0.1691
H 1.5446 0.1462 1.0938 0.1026 0.1047 0.0357
H -0.3895 -2.1228 1.8601 -0.2541 0.1806 -0.2726
```
Positions in Å, forces in eV/Å.

***

Record 4
The following is a DFT calculation (wB97M-V/def2-TZVPD) of a molecular structure, C49H36N2O6P2S2Tl.

Calculated values
HOMO	-11.11	eV
Kohn-Sham gap	7.7	eV
total charge	+1
energy above the lowest of the compared OMol25 structures with the same formula, charge and spin	16.16	kJ/mol
multiplicity	1

XYZ file:
```
98
Properties=species:S:1:pos:R:3:forces:R:3
Tl 0.0830 0.0959 -0.8823 0.3150 0.4862 -0.0131
O -1.8365 -3.1106 0.8238 -0.2384 -0.2337 -0.1438
S -0.9360 -1.9723 1.0406 0.1326 -0.1738 0.8876
C -1.6162 -1.0254 2.4471 0.0874 0.1980 -0.2201
C -2.1082 -1.7542 3.5190 -0.0167 -0.1409 0.0161
C -2.5933 -1.1081 4.6411 0.0280 0.0069 -0.0401
C -2.5734 0.2791 4.6995 -0.0355 0.0335 0.0359
C -2.1412 1.0121 3.6091 0.0113 -0.0148 -0.0401
C -1.6828 0.3726 2.4556 0.0875 -0.0808 -0.2072
P -1.4205 1.3829 0.9532 0.1159 -0.0812 -0.0534
C -0.7444 2.9855 1.4505 0.1541 -0.1954 -0.2046
C 0.5926 3.2438 1.1526 -0.1177 -0.0115 -0.0619
C 1.1718 4.4410 1.5415 0.0484 0.0887 0.0342
C 0.4202 5.3880 2.2205 0.0293 -0.0919 -0.0557
C -0.9223 5.1488 2.4835 -0.0975 0.0650 0.0450
C -1.5106 3.9573 2.0962 -0.0303 -0.0088 0.0545
C -3.0773 1.6890 0.3017 0.1047 0.0128 -0.0497
C -3.3403 2.8906 -0.3610 0.0545 -0.0370 0.0192
C -4.5640 3.0793 -0.9789 -0.0200 0.0638 -0.0433
C -5.5244 2.0769 -0.9448 0.0230 -0.0227 0.0120
C -5.2674 0.8912 -0.2742 -0.0156 -0.1008 -0.0763
C -4.0420 0.6853 0.3400 0.0061 0.0582 0.0781
C 0.5000 -2.6448 1.9297 0.1178 0.1772 -0.2520
C 0.3010 -3.8201 2.6394 -0.2043 -0.1127 -0.0045
C 1.3462 -4.3956 3.3365 0.0685 0.0180 0.0316
C 2.6003 -3.7980 3.3194 0.0055 0.0478 -0.0202
C 2.8094 -2.6582 2.5651 -0.0400 -0.0310 0.0122
C 1.7685 -2.0719 1.8408 -0.0543 0.1584 -0.0717
P 2.1807 -0.7041 0.6885 0.0445 -0.2786 0.1336
C 2.8128 0.6282 1.7413 -0.1178 -0.0024 -0.0552
C 3.6165 1.6064 1.1501 -0.0009 0.0202 0.0327
C 4.1528 2.6168 1.9302 -0.0198 -0.0114 -0.0153
C 3.8731 2.6708 3.2912 -0.0009 0.0198 -0.0136
C 3.0459 1.7205 3.8692 -0.0402 0.0362 0.0901
C 2.5110 0.6979 3.0984 -0.0058 -0.0197 -0.0856
C 3.6545 -1.3401 -0.1699 -0.0487 0.1352 -0.0384
C 3.4999 -2.0428 -1.3612 -0.0606 -0.0093 0.0350
C 4.6097 -2.5753 -1.9993 0.0328 0.0067 0.0096
C 5.8741 -2.4025 -1.4581 0.0015 -0.0094 -0.0328
C 6.0315 -1.7008 -0.2716 0.0544 0.0142 0.0386
C 4.9287 -1.1662 0.3731 -0.0705 -0.0244 -0.0406
H -2.1295 -2.8337 3.4594 0.0267 -0.0107 0.0084
H -2.9802 -1.6869 5.4687 0.0095 0.0106 0.0146
H -2.9234 0.7913 5.5858 -0.0041 0.0028 -0.0098
H -2.1680 2.0922 3.6443 -0.0197 -0.0244 0.0504
H 1.1747 2.5253 0.5880 0.0573 0.0061 0.0527
H 2.2084 4.6352 1.3061 0.0174 -0.0071 -0.0224
H 0.8751 6.3196 2.5296 -0.0137 0.0133 -0.0157
H -1.5195 5.9010 2.9823 0.0086 -0.0147 0.0114
H -2.5657 3.7963 2.2821 0.0134 -0.0072 -0.0137
H -2.5921 3.6732 -0.3895 -0.0128 -0.0098 -0.0527
H -4.7672 4.0109 -1.4913 0.0050 -0.0110 0.0007
H -6.4702 2.2157 -1.4510 -0.0195 0.0227 0.0427
H -6.0107 0.1077 -0.2490 -0.0067 -0.0404 -0.0150
H -3.8494 -0.2522 0.8469 -0.0056 -0.0398 -0.0368
H -0.6706 -4.2961 2.6093 -0.0062 0.0103 -0.0190
H 1.1910 -5.3131 3.8880 -0.0325 -0.0015 -0.0121
H 3.4246 -4.2366 3.8655 -0.0123 -0.0085 0.0128
H 3.7999 -2.2277 2.5184 0.0381 -0.0017 -0.0193
H 3.8142 1.5690 0.0856 0.0292 0.0092 -0.0037
H 4.7901 3.3612 1.4702 0.0083 0.0027 0.0238
H 4.2989 3.4575 3.9008 -0.0008 -0.0062 -0.0043
H 2.8250 1.7635 4.9279 -0.0056 0.0154 -0.0110
H 1.8746 -0.0500 3.5572 0.0349 -0.0057 0.0156
H 2.5165 -2.1718 -1.7881 0.0363 -0.0132 -0.0340
H 4.4890 -3.1186 -2.9271 -0.0236 0.0115 -0.0019
H 6.7390 -2.8070 -1.9675 0.0048 -0.0066 0.0235
H 7.0172 -1.5630 0.1532 -0.0011 0.0051 -0.0117
H 5.0649 -0.6071 1.2895 0.0263 -0.0042 -0.0026
O 2.8917 2.5804 -3.0005 -0.0242 -0.0932 0.0611
C 1.9542 1.9407 -2.5720 -0.0944 0.1429 -0.2025
O 1.9644 1.1542 -1.5499 -0.1706 -0.1632 0.1986
C 0.6017 2.0818 -3.2725 0.1791 0.1286 -0.0012
C 0.5163 2.7319 -4.4912 -0.0348 0.0245 0.0114
C -0.7300 2.8701 -5.0813 -0.0245 -0.0135 0.0444
C -1.8492 2.3848 -4.4202 -0.0270 0.0374 0.0126
C -1.6842 1.7542 -3.2013 -0.0341 0.0057 -0.1138
N -0.4777 1.5970 -2.6571 0.1095 -0.2500 0.1161
H 1.4239 3.1049 -4.9422 -0.0013 0.0078 0.0124
H -0.8339 3.3546 -6.0431 0.0253 0.0016 0.0003
H -2.8407 2.4761 -4.8404 0.0026 -0.0007 0.0068
H -2.5279 1.3540 -2.6616 -0.0548 -0.1132 0.0072
O -3.6914 -0.6358 -3.3252 0.1809 0.0522 -0.0231
S -3.1876 -1.6749 -2.4709 -0.1619 0.0920 -0.0121
O -4.0186 -2.0962 -1.3869 0.0460 -0.0326 0.1427
N -1.6553 -1.2706 -1.9181 -0.3931 0.0071 -0.2098
C -0.7465 -2.1221 -2.3736 -0.0825 -0.0829 -0.0685
O 0.4650 -1.9732 -2.0909 0.0239 0.3530 0.2147
C -1.2723 -3.1934 -3.2420 0.0022 -0.1746 -0.1439
C -0.5631 -4.2012 -3.8698 0.0071 0.0092 0.0298
C -1.2630 -5.0695 -4.6974 0.0322 -0.0445 -0.0113
C -2.6324 -4.9230 -4.8928 -0.0204 0.0631 0.0662
C -3.3435 -3.9135 -4.2521 -0.2207 0.0233 0.0051
C -2.6366 -3.0658 -3.4302 0.2607 0.1836 0.1935
H 0.5028 -4.2980 -3.7140 0.0014 -0.0030 -0.0178
H -0.7393 -5.8721 -5.1991 0.0081 0.0192 -0.0093
H -3.1569 -5.6013 -5.5518 0.0118 -0.0221 0.0063
H -4.4098 -3.7984 -4.3944 0.0146 -0.0092 -0.0136
```
Positions in Å, forces in eV/Å.